Here is C17H25GaI2NO3S2Ti as an isolated structure from the OMol25 dataset. Energies are from ωB97M-V with the def2-TZVPD basis set.

The geometry in XYZ format:
```
52
Properties=species:S:1:pos:R:3:forces:R:3:mulliken_spin:R:1
I 0.957617 -2.813011 0.865651 0.5 -0.2 -0.2 0.810
I -0.046305 0.556559 -4.889860 0.5 0.2 1.5 0.004
Ti 0.626041 0.589354 -2.422990 -0.8 -1.2 -2.6 0.053
Ga 0.295715 -0.379406 0.504961 -1.9 -0.4 1.4 -0.014
S 2.002608 -1.142999 -2.155598 0.2 0.2 0.7 0.126
S -1.095667 -0.492401 -1.371973 0.1 0.2 0.6 -0.007
C 1.919697 0.932433 0.906414 4.2 2.4 2.9 -0.001
C 3.953957 -1.249803 -2.126394 1.1 -0.1 0.2 0.014
C -3.173595 -0.133537 -1.411431 -2.3 0.3 0.0 0.001
C 4.404078 -1.065082 -3.565393 -0.6 0.1 -0.4 0.001
C 4.509549 -0.186775 -1.199142 -0.3 0.1 0.2 -0.006
C 4.256099 -2.648868 -1.609389 -0.5 -0.3 -0.1 0.015
C -3.589546 -0.513731 -2.823043 1.2 -0.3 -0.2 0.000
C -3.412567 1.324924 -1.102004 0.5 0.5 -0.1 -0.002
C -3.709171 -1.093390 -0.368008 0.8 -0.4 0.2 0.001
C 2.186349 2.143658 -2.087738 2.8 5.5 0.3 -0.003
C -0.289321 2.575846 -1.858812 -1.0 5.8 0.1 0.000
O 2.789057 1.457849 1.452510 -3.8 -2.2 -2.6 0.000
O 2.691492 3.181965 -1.974593 -2.0 -5.0 -0.5 0.002
O -0.494010 3.711093 -1.777265 0.5 -5.1 -0.2 0.000
H 4.140701 -0.070626 -3.942430 0.2 -0.1 0.0 0.001
H 3.940812 -1.817942 -4.213497 0.2 0.1 0.0 0.000
H 5.495530 -1.178080 -3.624544 -0.2 0.0 0.1 0.001
H 4.210652 0.822099 -1.517856 0.4 -0.2 0.0 -0.001
H 5.613608 -0.267199 -1.215871 -0.5 0.1 0.0 0.000
H 4.164754 -0.350279 -0.166782 0.3 0.0 -0.2 0.004
H 3.845451 -2.802753 -0.604356 0.2 0.0 0.0 0.000
H 5.343996 -2.793390 -1.572857 -0.2 0.1 0.0 0.000
H 3.831779 -3.412020 -2.271422 0.2 0.1 0.1 -0.003
H -4.684960 -0.433307 -2.931381 0.3 0.1 0.3 0.000
H -3.309591 -1.549300 -3.053649 -0.2 0.1 0.0 0.000
H -3.127800 0.138239 -3.575722 -0.2 0.0 0.2 0.000
H -4.463506 1.475457 -0.792841 0.4 -0.2 -0.2 0.000
H -3.230289 1.951423 -1.985977 -0.1 -0.1 0.2 0.000
H -2.777594 1.688521 -0.285915 -0.3 0.0 -0.1 0.001
H -4.803584 -0.992535 -0.302739 0.3 0.1 -0.2 0.000
H -3.292840 -0.900376 0.627933 -0.2 0.0 -0.2 0.000
H -3.477679 -2.130683 -0.642035 -0.2 0.2 0.1 0.000
C -2.468892 0.948962 6.114138 -0.3 0.2 0.0 0.000
C -1.797717 0.671415 4.805495 -0.3 0.2 0.9 0.000
C -0.487333 0.183400 4.759980 0.7 -0.4 -0.9 0.004
C 0.079678 -0.108316 3.525388 -0.2 0.1 0.5 0.001
N -0.593372 0.106338 2.363354 0.6 -0.3 -1.5 -0.006
C -1.854770 0.597609 2.402142 -0.2 0.3 0.4 -0.001
C -2.474273 0.896780 3.605051 0.1 -0.2 -1.0 0.003
H -2.545965 0.047406 6.736580 0.2 0.1 -0.2 0.000
H -1.906061 1.694043 6.689625 0.0 -0.1 -0.1 0.000
H -3.480967 1.331944 5.952869 0.2 -0.1 0.1 0.000
H 0.112805 0.003146 5.655859 -0.4 0.1 -0.2 0.000
H 1.073782 -0.552762 3.450770 -0.2 0.2 0.1 0.001
H -2.366234 0.761482 1.450917 0.3 -0.1 0.4 -0.001
H -3.492182 1.286635 3.573883 0.3 -0.1 0.2 0.000
```
Forces are in eV/Å.

<S²>	0.758
total charge	+4
spin multiplicity	2

---

Here is a 3-piece molecular cluster, C15H14O12S overall from the OMol25 dataset. Energies are from ωB97M-V with the def2-TZVPD basis set.

The geometry in XYZ format:
```
42
Properties=species:S:1:pos:R:3:forces:R:3:mulliken_charge:R:1
O 2.093219 -4.938743 3.117419 0.1 -0.2 -0.1 -0.624
C 1.437777 -4.051095 2.609268 -0.1 0.4 0.3 0.965
C 0.964412 -2.881603 3.332517 0.1 -0.2 0.1 -0.924
C 0.231841 -1.961321 2.694270 0.1 0.0 0.3 0.230
O -0.233693 -0.865890 3.278640 -0.1 -0.1 -0.1 -0.572
C -0.118833 -2.096993 1.238096 0.3 -0.5 -0.3 1.385
O -0.795015 -1.211316 0.739297 -0.1 0.3 0.1 -0.728
C 0.368581 -3.248923 0.510098 -0.4 0.1 0.0 -0.989
C 1.101780 -4.171511 1.148101 -0.1 0.1 -0.3 0.408
O 1.583670 -5.247497 0.550651 0.1 -0.1 0.1 -0.573
H 1.223548 -2.795669 4.377985 0.0 0.0 0.0 0.448
H -0.736714 -0.391001 2.588740 0.0 0.2 0.1 0.314
H 0.128501 -3.322731 -0.540949 0.1 0.0 0.0 0.283
H 2.071892 -5.741170 1.234606 0.1 -0.1 0.1 0.358
O -2.992190 5.529696 2.581706 -0.2 0.2 -0.1 -0.605
C -2.423148 4.756564 1.839811 0.2 -0.4 0.3 1.007
C -1.755795 3.543972 2.289105 -0.1 0.2 0.1 -0.952
C -1.140762 2.761858 1.395654 0.0 0.0 0.3 0.271
O -0.505870 1.641257 1.717823 0.0 0.1 -0.1 -0.510
C -1.112030 3.093804 -0.069824 -0.2 0.3 -0.2 1.055
O -0.515693 2.324585 -0.803442 0.1 -0.1 0.1 -0.480
C -1.791915 4.289847 -0.523380 0.1 -0.2 -0.1 -1.188
C -2.411906 5.075508 0.368601 0.1 0.0 -0.3 0.415
O -3.053631 6.179781 0.031417 0.0 0.1 0.1 -0.568
H -1.779944 3.315816 3.345164 0.0 0.0 0.0 0.468
H -0.157917 1.284149 0.877392 0.0 -0.2 -0.1 0.243
H -1.777503 4.510455 -1.581108 0.0 0.0 0.0 0.447
H -3.404203 6.554612 0.860950 0.0 0.1 0.1 0.363
C -0.614136 -0.192545 -2.307507 -0.4 0.4 -0.2 -0.492
O -0.605416 -1.071959 -3.434780 0.4 -0.2 0.2 -0.381
C 0.551847 -1.721543 -3.642352 0.2 -2.0 -0.5 0.572
O 0.601561 -2.918942 -3.823077 -0.2 1.4 0.0 -0.528
C 1.824629 -0.890413 -3.749674 -0.8 0.4 0.9 -0.730
S 2.775169 -1.069621 -2.226223 0.0 -1.0 -0.1 0.895
O 4.117978 -1.424269 -2.541119 0.6 0.5 -0.3 -0.635
O 2.061033 -1.926329 -1.328864 -0.5 0.2 0.3 -0.408
H -1.242377 0.642592 -2.552013 -0.3 0.3 -0.2 0.369
H -1.005414 -0.685724 -1.434176 0.0 -0.4 0.2 0.232
H 0.356538 0.210636 -2.060924 0.4 0.0 0.0 0.186
H 2.409939 -1.218301 -4.586420 0.4 -0.2 -0.2 0.407
H 1.560028 0.154215 -3.833587 0.2 0.4 -0.2 0.449
H 2.710164 0.175760 -1.687890 0.1 0.1 -0.2 0.117
```
Forces are in eV/Å.

structure (SMILES)	O=C1C=C(O)C(=O)C=C1O.O=C1C=C(O)C(=O)C=C1O.COC(=O)C[SH](=O)=O

---

ΔE to the lowest compared entry with this formula, charge and spin across the listed records, respectively: 0.0; 0.2 kcal per mole.